{
  "formula": "CH10CeClN2O4",
  "method": "ωB97M-V with the def2-TZVPD basis set",
  "e_tot_ha": -1389.2895,
  "gap_ev": [8.52, 8.46],
  "charge": 1,
  "fmax_ev_per_a": 2.33,
  "de_lowest_kj_mol": 0.00,
  "e_homo_ev": [-13.17, -13.17],
  "species": ["C", "Ce", "N", "N", "H", "H", "H", "H", "H", "H", "H", "H", "H", "H", "O", "Cl", "O", "O", "O"],
  "xyz": [[1.3999, 1.7152, 0.1285], [-0.1531, 0.1161, 0.1992], [-1.6631, -1.8273, -0.0050], [-0.0325, 0.2733, -2.3603], [-2.5599, -1.3833, 0.2498], [1.4439, -1.0203, 0.3639], [1.8949, 1.6392, 1.1258], [0.6566, 2.5628, 0.0758], [2.0607, 1.6160, -0.7583], [-0.9693, 0.5042, -2.7249], [0.3263, -0.5961, -2.7853], [0.6218, 1.0491, -2.5437], [-1.6677, -2.2635, -0.9414], [-1.2911, -2.4389, 0.7417], [-0.5320, -0.6965, 2.7980], [-0.9576, 0.7154, 3.0352], [-2.1150, 0.8679, 3.8502], [0.1827, 1.5515, 3.3682], [-1.4341, 1.1912, 1.6124]]
}

{
  "formula": "CH10N2O3",
  "method": "ωB97M-V with the def2-TZVPD basis set",
  "smiles": "[H]/N=C/N.O.O.O",
  "e_tot_ha": -379.3022,
  "gap_ev": 9.46,
  "charge": 0,
  "fmax_ev_per_a": 3.69,
  "de_lowest_kj_mol": 119.39,
  "e_homo_ev": -9.08,
  "species": ["N", "C", "N", "H", "H", "H", "H", "H", "H", "O", "H", "H", "O", "H", "H", "O"],
  "xyz": [[0.0461, -0.5563, -0.1462], [0.5779, -1.7690, 0.2749], [1.6389, -1.8421, 0.9220], [-0.7735, -0.6965, -0.7374], [0.4552, 0.2722, 0.2620], [0.1963, -2.6200, -0.2814], [2.1619, -2.7702, 1.0304], [-1.9825, 2.5320, -0.9468], [-1.6742, 3.5848, -2.1830], [-1.3663, 2.8298, -1.7209], [2.0355, -0.1749, 2.3458], [2.7828, 0.1308, 3.5988], [1.9305, 0.3628, 3.1323], [-3.1641, 0.1417, -2.4816], [-1.7137, 0.9160, -2.3071], [-2.2624, 0.0682, -2.0838]]
}

{
  "formula": "CH10N2O3",
  "method": "ωB97M-V with the def2-TZVPD basis set",
  "smiles": "[H]/N=C/N.O.O.O",
  "e_tot_ha": -379.3026,
  "gap_ev": 9.96,
  "charge": 0,
  "fmax_ev_per_a": 2.52,
  "de_lowest_kj_mol": 118.48,
  "e_homo_ev": -9.23,
  "species": ["N", "C", "N", "H", "H", "H", "H", "H", "H", "O", "H", "H", "O", "H", "H", "O"],
  "xyz": [[-0.9380, -0.9924, 0.4874], [-1.4815, 0.2467, 0.1983], [-1.0082, 1.4278, 0.0575], [-0.7110, -1.5055, -0.3543], [-0.4670, -1.1101, 1.3678], [-2.5294, 0.1473, -0.1076], [-1.7430, 2.1131, -0.0558], [0.6389, 1.0383, -0.5670], [2.1361, 1.3272, -0.6864], [1.4758, 0.7004, -0.9692], [0.5382, 1.0816, 1.8386], [1.5089, 0.5634, 2.7800], [0.6773, 0.2841, 2.3642], [1.0000, -1.8604, -2.7997], [0.7937, -0.7296, -1.8282], [0.4948, -1.6526, -1.9948]]
}

{
  "formula": "CH10N2O3",
  "method": "ωB97M-V with the def2-TZVPD basis set",
  "e_tot_ha": -379.0520,
  "gap_ev": 4.46,
  "charge": 0,
  "fmax_ev_per_a": 2.37,
  "de_lowest_kj_mol": 776.35,
  "e_homo_ev": -9.35,
  "species": ["N", "C", "N", "H", "H", "H", "H", "H", "H", "O", "H", "H", "O", "H", "H", "O"],
  "xyz": [[0.4671, -1.0071, 0.9449], [0.8300, 0.3825, 1.1712], [0.7512, 0.9755, -0.1460], [-0.3631, -0.9382, 0.3919], [1.2139, -1.4287, 0.3866], [1.7762, 0.4588, 1.7008], [-0.2268, 0.8549, -0.4368], [-2.0496, 0.0463, -0.4499], [1.5105, 0.5226, -0.7661], [-1.7726, -1.0040, -0.8153], [0.1098, 0.8806, 1.7872], [2.9920, -0.4215, -1.3808], [2.0967, -0.7586, -1.2470], [-2.8458, 1.6094, 0.1551], [-2.4744, -1.2889, -1.4279], [-2.0149, 1.1163, 0.1322]]
}

{
  "formula": "CH10N3O2",
  "method": "ωB97M-V with the def2-TZVPD basis set",
  "multiplicity": 2,
  "e_tot_ha": -358.0717,
  "s2": 0.77,
  "gap_ev": [10.74, 3.06],
  "charge": 2,
  "fmax_ev_per_a": 2.70,
  "de_lowest_kj_mol": 151.14,
  "e_homo_ev": [-19.83, -18.22],
  "species": ["N", "C", "N", "N", "H", "H", "H", "H", "H", "H", "H", "H", "O", "H", "H", "O"],
  "xyz": [[-0.5709, -1.1448, 0.9588], [0.7403, -1.2642, 0.7277], [1.4576, -0.2031, 0.2542], [1.3631, -2.4626, 0.7832], [-1.0081, -0.2928, 1.3511], [-1.3144, -1.8497, 0.8823], [2.3626, -0.0599, 0.7158], [0.8954, 0.6498, 0.2483], [2.3857, -2.4023, 0.8417], [1.0934, -3.2223, 0.1408], [-1.1291, 1.4368, -0.5647], [-2.2003, 1.5684, 0.5192], [-1.2341, 1.4904, 0.4207], [-0.9785, 2.2737, -3.3748], [-1.0675, 3.5844, -2.6143], [-1.1744, 2.6273, -2.5003]]
}

{
  "formula": "CH10N5",
  "method": "ωB97M-V with the def2-TZVPD basis set",
  "e_tot_ha": -317.5496,
  "gap_ev": 9.81,
  "charge": 1,
  "fmax_ev_per_a": 7.87,
  "de_lowest_kj_mol": 226.99,
  "e_homo_ev": -13.50,
  "species": ["C", "N", "N", "N", "N", "N", "H", "H", "H", "H", "H", "H", "H", "H", "H", "H"],
  "xyz": [[0.4447, -0.4092, 0.2337], [-0.6394, 0.6229, 0.2435], [-3.6532, -0.4171, -0.1972], [1.9882, 1.3612, 0.1411], [1.6721, 0.0031, 0.0572], [2.6850, -0.9184, -0.2798], [0.1690, -1.3894, 0.2114], [-1.5227, 0.3362, 0.6307], [-0.2033, 1.5524, 0.1825], [-4.2971, 0.3021, -0.5640], [-4.1879, -0.5495, 0.6915], [2.7752, 1.5346, -0.4586], [2.2883, 1.4172, 1.0804], [3.6320, -0.5558, -0.2335], [-3.6391, -1.3135, -0.7573], [2.4882, -1.5767, -0.9816]]
}

{
  "formula": "CH10N6",
  "method": "ωB97M-V with the def2-TZVPD basis set",
  "e_tot_ha": -371.9751,
  "gap_ev": 9.69,
  "charge": 2,
  "fmax_ev_per_a": 2.45,
  "de_lowest_kj_mol": 0.00,
  "e_homo_ev": -15.30,
  "species": ["C", "N", "N", "N", "N", "N", "N", "H", "H", "H", "H", "H", "H", "H", "H", "H", "H"],
  "xyz": [[3.9279, -8.9487, 3.7646], [3.3242, -8.4988, 4.6460], [4.5429, -9.3080, 2.7278], [-3.2381, 3.4230, -1.9869], [-1.3736, 3.9101, -3.0304], [-1.2148, 4.2348, -0.2947], [-1.9777, 3.2913, -2.0974], [2.9320, -8.4549, 5.5669], [5.5207, -9.0665, 2.5834], [4.0869, -9.8665, 2.0100], [-3.6972, 2.8636, -1.2812], [-3.7849, 4.1164, -2.5011], [-1.8077, 4.6329, -3.6076], [-0.3846, 3.7291, -3.1350], [-0.5276, 4.9656, -0.4436], [-1.9202, 4.5902, 0.3414], [-0.7515, 3.4532, 0.1534]]
}

{
  "formula": "CH10NO2",
  "method": "ωB97M-V with the def2-TZVPD basis set",
  "e_tot_ha": -248.7764,
  "gap_ev": 4.10,
  "charge": 1,
  "fmax_ev_per_a": 2.67,
  "de_lowest_kj_mol": 877.03,
  "e_homo_ev": -15.52,
  "species": ["C", "N", "H", "H", "H", "H", "H", "H", "H", "H", "O", "H", "H", "O"],
  "xyz": [[-2.3140, 0.7530, 0.0468], [2.2546, -0.3127, 0.1327], [-2.8358, 1.0197, 1.0034], [-3.0613, 0.9327, -0.7220], [-1.9361, -0.3012, 0.1226], [-1.4149, 1.3355, -0.2448], [1.1531, -0.6623, 0.7532], [2.6527, 0.4516, 0.7100], [0.2905, -0.2576, -2.4926], [1.0548, 0.2665, -1.1958], [0.1925, 0.1405, -1.6058], [2.9056, -1.0326, -0.0619], [0.7656, -1.3424, 2.1742], [0.2926, -0.9907, 1.3800]]
}

{
  "formula": "CH10NO3",
  "method": "ωB97M-V with the def2-TZVPD basis set",
  "e_tot_ha": -324.2514,
  "gap_ev": 9.91,
  "charge": 1,
  "fmax_ev_per_a": 4.35,
  "de_lowest_kj_mol": 176.75,
  "e_homo_ev": -15.45,
  "species": ["C", "N", "H", "H", "H", "H", "H", "H", "O", "H", "H", "O", "H", "H", "O"],
  "xyz": [[0.7025, -0.9261, 1.0580], [-0.5439, -0.8099, 1.3969], [1.3670, -0.9433, 1.8975], [1.0276, -1.2021, 0.0784], [-1.0588, -0.0822, 0.7754], [-1.0383, -1.4224, 1.9823], [1.7117, 2.4656, 0.8800], [0.2542, 2.2370, 0.7546], [1.0586, 1.7900, 0.5790], [1.3744, -0.4648, -2.7089], [0.7608, -1.8072, -2.5228], [0.8070, -0.9699, -2.0911], [-1.5112, 0.4719, -1.1597], [-2.9312, 0.9103, -0.5857], [-1.9805, 0.7529, -0.3340]]
}

{
  "formula": "CH10O4",
  "method": "ωB97M-V with the def2-TZVPD basis set",
  "smiles": "CO.O.O.O",
  "e_tot_ha": -345.0103,
  "gap_ev": 11.22,
  "charge": 0,
  "fmax_ev_per_a": 3.48,
  "de_lowest_kj_mol": 118.24,
  "e_homo_ev": -10.52,
  "species": ["C", "O", "H", "H", "H", "H", "H", "H", "O", "H", "H", "O", "H", "H", "O"],
  "xyz": [[1.2519, 1.0186, -1.4089], [0.1381, 0.2951, -1.9807], [1.1151, 1.0906, -0.3308], [2.0479, 0.3103, -1.6834], [1.2454, 2.0005, -2.0707], [-0.6401, 0.6113, -1.4852], [-0.9184, -1.3613, 1.5486], [-0.4018, -1.1856, 2.8926], [-1.0250, -0.7869, 2.3634], [-2.1228, 0.9146, 1.2391], [-0.8230, 1.8235, 1.4961], [-1.3232, 1.2979, 0.8671], [0.3713, -2.6282, -0.8696], [0.5345, -1.2629, -0.5348], [0.5500, -2.1375, -0.0428]]
}

{
  "formula": "CH10O6",
  "method": "ωB97M-V with the def2-TZVPD basis set",
  "smiles": "O=CO.O.O.O.O",
  "e_tot_ha": -495.5246,
  "gap_ev": 11.05,
  "charge": 0,
  "fmax_ev_per_a": 6.86,
  "de_lowest_kj_mol": 134.45,
  "e_homo_ev": -10.62,
  "species": ["O", "C", "O", "H", "H", "H", "H", "O", "H", "H", "O", "H", "H", "O", "H", "H", "O"],
  "xyz": [[0.0214, 0.7411, 2.8635], [0.6458, 1.0742, 1.8759], [1.4273, 0.1439, 1.2380], [0.5556, 2.1294, 1.5327], [1.5406, 0.2527, 0.2737], [-0.0316, -0.9801, -1.4900], [1.2747, -1.2731, -2.4380], [0.9300, -0.6021, -1.8087], [-1.5535, -1.2532, -0.3067], [-2.0258, -0.3389, -1.2757], [-1.5237, -1.0495, -1.2888], [-0.3388, -1.4478, 1.5877], [-1.8774, -2.0124, 1.9131], [-1.2094, -1.8405, 1.2544], [0.0625, 1.7555, -1.3521], [1.3351, 2.5164, -1.6357], [0.7672, 2.1845, -0.9433]]
}

{
  "formula": "CH11N2Pb",
  "method": "ωB97M-V with the def2-TZVPD basis set",
  "e_tot_ha": -346.8215,
  "gap_ev": 4.69,
  "charge": -1,
  "fmax_ev_per_a": 6.26,
  "e_homo_ev": -1.01,
  "species": ["C", "Pb", "N", "H", "H", "H", "H", "H", "H", "H", "H", "N", "H", "H", "H"],
  "xyz": [[0.3038, 1.4274, -2.4854], [-0.0081, 0.1048, -0.9500], [-0.4583, -1.2856, 1.8173], [0.9930, -1.4060, -1.2188], [0.4196, -1.2859, 2.3358], [-1.0287, 0.1688, -2.3961], [0.5940, 0.9368, -3.4737], [1.1881, 1.7687, -1.8565], [-0.4182, 2.2627, -2.7341], [-1.1892, -0.8771, 2.4157], [-0.7164, -2.2492, 1.6111], [1.4893, 1.6224, 0.5435], [1.1913, 2.5759, 0.6762], [2.4534, 1.6175, 0.2089], [1.5219, 1.1749, 1.4883]]
}

> charge of number 6 (CH10N5)?

+1